18
Properties=species:S:1:pos:R:3:forces:R:3:nbo_charge:R:1 method="wB97M-V/def2-TZVPD" total_energy_ha=-306.142906 homo_ev=-9.3 gap_ev=9.961 lumo_energy_ev=0.64 charge=0 smiles="C=C.NCO.N"
H 0.163 0.414 1.004 0.0 -2.8 0.2 0.3766
N 0.021 -0.653 1.097 -0.2 3.2 0.7 -0.9070
H -2.887 1.972 -3.433 0.5 -0.4 2.1 0.3856
C 3.158 -0.220 -1.112 -0.1 0.1 2.3 -0.3975
H 3.106 1.762 -0.159 0.5 -0.9 -0.2 0.2045
H -1.854 0.788 -2.922 0.9 -0.7 -0.6 0.3528
N -2.631 1.327 -2.643 -0.6 0.5 0.6 -1.1157
H 4.746 0.710 -0.086 -1.9 0.2 0.8 0.2061
C -1.076 -1.029 1.950 -0.6 0.2 -3.2 0.1019
H 2.208 -0.056 -1.612 -0.1 -0.2 0.1 0.1816
H -2.218 -0.129 0.559 0.8 0.6 -2.7 0.4625
H 3.496 -1.336 -1.117 0.1 2.5 -0.3 0.2100
H -2.428 1.594 -1.642 -0.8 0.6 -2.1 0.3772
O -2.338 -0.446 1.408 0.3 -1.7 3.8 -0.7541
H -1.114 -2.113 2.004 -0.3 -0.2 -0.3 0.1619
H 0.635 -1.238 0.559 -0.4 -0.2 0.3 0.3997
H -1.050 -0.685 2.943 0.3 0.8 1.2 0.1588
C 3.614 0.777 -0.261 1.5 -1.7 -2.8 -0.4048

---

27
Properties=species:S:1:pos:R:3:forces:R:3:nbo_charge:R:1 method="wB97M-V/def2-TZVPD" total_energy_ha=-1008.426556 homo_ev=-8.9 gap_ev=9.187 lumo_energy_ev=0.31 charge=0
O 1.036 -1.061 2.534 -2.3 0.3 -4.6 -0.6528
H -2.856 2.282 0.273 2.3 -0.6 -0.5 0.2475
C -0.891 0.764 -2.455 2.4 0.6 -1.7 -0.8296
O 3.677 -1.875 -1.250 -1.3 -0.8 1.8 -0.5723
H -0.515 1.745 -2.948 -0.8 -1.0 1.5 0.2192
H -0.207 1.151 3.220 -3.0 -1.7 -0.1 0.3517
H 1.945 -2.289 1.254 0.0 0.0 -2.5 0.3118
N 0.432 -1.398 0.228 2.7 -0.2 5.0 -0.6107
H -0.183 2.336 1.045 -0.7 -0.7 0.9 0.2333
C -0.903 0.215 1.545 -1.0 -2.5 0.9 -0.1488
H -1.649 2.882 -0.923 0.6 0.0 0.7 0.2287
O 1.904 -0.678 -1.596 -2.6 0.2 1.7 -0.7150
H 0.314 1.365 -0.154 -2.2 -1.0 1.0 0.2417
C 2.541 -1.621 -0.876 2.5 0.1 -2.7 0.7680
C -0.631 1.438 0.558 1.1 1.8 -0.4 -0.4657
S -2.344 0.774 -1.460 -0.9 -0.5 -0.6 0.2185
H 1.194 -3.333 -0.215 1.7 2.7 0.6 0.2371
C -1.850 2.018 -0.277 -1.1 -0.6 0.9 -0.5452
C 0.312 -0.857 1.479 -0.6 1.8 2.6 0.6743
H -1.884 -0.460 1.277 2.3 1.9 0.0 0.2219
C 1.594 -2.215 0.128 -0.7 -3.5 0.8 -0.3673
H -0.033 0.256 -1.971 -0.5 0.7 -0.1 0.2275
H 2.320 -0.416 -2.387 1.6 0.1 -1.2 0.5064
H -0.246 -1.325 -0.439 -2.0 0.5 -1.9 0.4176
N -1.172 0.579 3.014 4.3 -1.3 1.4 -0.8196
H -0.925 -0.468 3.772 -0.8 4.0 -3.5 0.3802
H -0.979 0.194 -3.376 -0.8 -0.5 0.0 0.2417